Record 1
49
Properties=species:S:1:pos:R:3 method="wB97M-V/def2-TZVPD" relative_energy_kcal_mol=63.8 e_homo_ev=-12.1110 charge=+1 energy_ha=-1086.4398 molar_mass_da=324.41 largest_force_ev_per_a=6.5 smiles="CNC(=O)[C@@H](Cc1c[nH]c[nH+]1)NC(=O)[C@@H](CC(C)C)NC(C)=O"
C 1.8887 -3.8158 -3.3456
N 2.2267 -2.7041 -2.3946
C 1.4741 -1.5838 -2.1836
O 0.5792 -1.3217 -2.9582
C 1.8101 -0.5724 -1.1003
C 2.1638 0.7826 -1.6762
C 1.1746 1.7821 -2.1247
C 0.9274 3.0790 -1.5537
N -0.2439 3.4202 -2.1717
C -0.5741 2.5704 -3.2254
N 0.1763 1.4594 -3.1701
N 0.6690 -0.3862 -0.1798
C 0.0707 -1.3426 0.5090
O 0.4370 -2.4888 0.5400
C -1.0107 -0.8407 1.5338
C -0.5937 0.4041 2.3286
C 0.4642 0.2948 3.4186
C -0.1617 -0.6300 4.4777
C 0.5884 1.5635 4.1395
N -2.3763 -0.7617 0.8625
C -2.6054 0.2619 -0.0137
C -3.9995 0.3084 -0.6914
O -1.8521 1.1277 -0.3089
H 2.7580 -3.9645 -3.9749
H 1.5533 -4.7534 -2.8855
H 1.1729 -3.5185 -4.0708
H 2.7179 -2.9839 -1.5164
H 2.6189 -1.0292 -0.5496
H 2.6673 1.2486 -0.8857
H 2.9373 0.5304 -2.4332
H 1.4348 3.5382 -0.7613
H -0.8463 4.1762 -1.8344
H -1.5485 2.5264 -3.5318
H -0.0462 0.5063 -3.4478
H 0.0674 0.4382 -0.3995
H -1.1023 -1.7341 2.2177
H -0.3471 1.1754 1.5514
H -1.4848 0.7347 2.7262
H 1.4332 -0.1132 3.1179
H -1.0999 -0.2985 4.7973
H -0.1843 -1.6440 4.2436
H 0.5955 -0.7073 5.3222
H 1.1175 2.2501 3.4662
H -0.4322 1.8690 4.3817
H 1.0797 1.3698 5.1200
H -3.0737 -1.4158 1.2562
H -4.8543 0.4458 0.0123
H -4.1844 -0.5348 -1.3772
H -4.1825 1.2816 -1.2565

Record 2
45
Properties=species:S:1:pos:R:3 method="wB97M-V/def2-TZVPD" relative_energy_kcal_mol=18.6 s2=2.0248 e_homo_ev="-14.6501 / -14.7952" charge=+2 energy_ha=-1124.7763 molar_mass_da=451.19 largest_force_ev_per_a=4.9 multiplicity=3
C 0.4413 3.0190 -2.2517
C -0.8113 2.5110 -1.9507
C -0.9599 1.4903 -1.0078
C 0.1840 1.0198 -0.3467
C 1.4635 1.4811 -0.6974
C 1.5944 2.5225 -1.6196
C -2.2904 1.0107 -0.5605
C -2.4256 -0.4821 -0.1381
N -2.5523 -1.3650 -1.2671
W -0.1280 -0.1964 1.4231
C 2.6196 0.8170 0.0136
P 1.9581 -0.8080 0.6764
H -1.7076 2.9014 -2.4430
H 2.5817 2.8978 -1.8392
H 0.5558 3.8083 -2.9843
H 2.9963 1.4219 0.8634
H 3.4761 0.5981 -0.6413
H -2.6613 1.6112 0.2928
H -3.0187 1.2001 -1.3651
H -1.6208 -0.9666 0.5227
C 3.2724 -1.5888 1.6141
C 1.9678 -1.7514 -0.8866
H -3.3611 -0.5871 0.4390
C -1.5700 -1.3819 -2.3159
C -3.2332 -2.6126 -1.0312
H 0.6380 -1.0664 2.6491
H -2.0008 -1.9481 -3.1548
H -1.2868 -0.3777 -2.6500
H -0.6635 -1.9221 -2.0229
H -3.4664 -3.0713 -1.9940
H -2.6000 -3.3116 -0.4717
H -4.1468 -2.4405 -0.4495
H 3.0164 -1.8445 -1.2154
H 1.5421 -2.7444 -0.6947
H 1.3844 -1.2498 -1.6704
H 4.2100 -1.5292 1.0392
H 3.3733 -1.1060 2.5955
H 2.9775 -2.6364 1.7679
H -0.1866 -1.8747 1.5880
C 0.2808 1.5704 4.0777
C -0.2650 1.6477 2.6597
O -0.7852 2.6752 2.1859
H 1.3231 1.2250 4.0525
H -0.3202 0.8638 4.6617
H 0.2047 2.5704 4.5476

Record 3
42
Properties=species:S:1:pos:R:3 method="wB97M-V/def2-TZVPD" relative_energy_kcal_mol=288.0 e_homo_ev=-8.2759 energy_ha=-661.9442 molar_mass_da=222.37 largest_force_ev_per_a=13.0
C 3.9705 1.4608 -0.6419
C 2.9450 1.4950 0.2583
C 2.1608 3.0485 0.3728
C 2.5540 0.5871 1.0010
C 2.9986 -0.9260 1.0744
C 1.7448 -2.0699 1.0816
C 1.1297 -1.8275 -0.5443
C 1.9830 -2.0036 -1.4992
C -0.2109 -1.6704 -0.6885
C -1.1804 -1.6012 0.4441
C -1.5664 -0.2641 0.6138
C -2.0408 0.7084 -0.4777
C -1.1312 1.4798 -1.1075
C -3.3355 0.5683 -1.0554
C -4.5260 -0.1164 -0.0646
O -4.7707 0.4703 1.1425
H 3.4203 1.7450 -1.6406
H 4.7048 2.1878 -0.3564
H 4.3219 0.5930 -0.4634
H 1.2984 2.8346 0.8435
H 2.8230 3.6211 0.9499
H 1.7549 3.1942 -0.6356
H 1.5378 0.6021 1.7144
H 3.7546 -1.2312 0.2130
H 3.3288 -1.1295 2.1442
H 1.1409 -1.7888 1.7413
H 2.2617 -3.0648 0.9841
H 2.8085 -2.8182 -1.3967
H 1.5059 -2.0454 -2.5688
H 2.5942 -1.0705 -1.8756
H -0.4996 -1.4918 -1.6396
H -0.9668 -1.8108 1.4132
H -2.2169 -1.9852 0.0082
H -2.2862 -0.0352 1.4774
H -0.6961 0.2458 1.1112
H -1.3631 1.7815 -2.1990
H -0.1677 0.8418 -1.1748
H -0.7651 2.4625 -0.9548
H -3.6503 1.1050 -1.9227
H -4.1820 -1.2859 0.1018
H -5.3892 -0.0287 -0.6977
H -4.7554 1.5752 0.8526

Record 4
42
Properties=species:S:1:pos:R:3 method="wB97M-V/def2-TZVPD" relative_energy_kcal_mol=40.1 e_homo_ev=-8.6870 energy_ha=-662.3393 molar_mass_da=222.37 largest_force_ev_per_a=0.6
C 4.9770 1.3634 -0.3223
C 4.3070 0.3474 -0.8320
C 3.7714 -0.8258 -0.0451
C 4.2922 -2.1230 -0.6897
O 4.1538 -0.7821 1.3168
C 2.2324 -0.8137 -0.0754
C 1.6475 0.4441 0.5734
C 0.1517 0.3894 0.5770
C -0.6645 1.2424 -0.0287
C -0.1612 2.4263 -0.8155
C -2.1675 1.1402 0.0100
C -2.7482 -0.0297 0.8103
C -4.2466 0.0206 0.7863
C -5.0571 -0.5857 -0.0725
C -6.5478 -0.4279 0.0164
C -4.6095 -1.4728 -1.1962
H 5.3387 2.1719 -0.9345
H 5.1746 1.4395 0.7346
H 4.0985 0.2977 -1.8921
H 3.9272 -2.2200 -1.7083
H 3.9537 -2.9791 -0.1107
H 5.3815 -2.1226 -0.7087
H 5.1160 -0.7950 1.3596
H 1.8784 -1.6941 0.4636
H 1.8958 -0.8843 -1.1113
H 2.0116 0.4906 1.6024
H 2.0104 1.3257 0.0472
H -0.2532 -0.4466 1.1287
H 0.3360 3.1400 -0.1596
H 0.5529 2.1154 -1.5759
H -0.9851 2.9360 -1.3090
H -2.5338 1.0710 -1.0198
H -2.5616 2.0757 0.4216
H -2.3839 -0.9700 0.3959
H -2.4082 0.0407 1.8453
H -4.6864 0.6569 1.5444
H -7.0227 -1.3997 0.1511
H -6.9382 0.0043 -0.9050
H -6.8287 0.2140 0.8473
H -4.9719 -1.0767 -2.1448
H -3.5292 -1.5558 -1.2508
H -5.0314 -2.4707 -1.0747

Record 5
56
Properties=species:S:1:pos:R:3 method="wB97M-V/def2-TZVPD" relative_energy_kcal_mol=62.2 e_homo_ev=-1.2292 charge=-2 energy_ha=-13627.3096 molar_mass_da=949.80 largest_force_ev_per_a=2.2
Pd 0.4166 0.9649 -0.3918
N 1.9583 -0.3989 -1.3885
C 2.4232 -0.8348 -0.0532
C 3.9240 -1.1789 0.1148
C 4.7517 0.0620 0.5091
C 4.7254 0.2999 2.0429
N 3.4269 0.2468 2.7031
C 2.7658 1.2506 3.2979
N 3.1637 2.5181 3.1467
N 1.7453 0.9440 4.0743
C 1.5628 -2.0440 0.3989
O 1.8681 -3.1230 -0.1551
O 0.6653 -1.8260 1.2472
H 1.9518 -1.2331 -1.9688
H 2.5963 0.2941 -1.7736
H 2.2700 0.0104 0.5947
H 4.2809 -1.6496 -0.8044
H 4.0369 -1.9387 0.8952
H 4.3698 0.9407 -0.0143
H 5.8070 -0.0554 0.2421
H 5.1888 1.2528 2.2964
H 5.3229 -0.4880 2.5103
H 3.0209 -0.6663 2.8395
H 3.5674 2.7302 2.2406
H 2.5015 3.2417 3.4347
H 1.3442 0.0193 4.0353
H 1.1168 1.6696 4.4649
C -2.6258 -0.9841 0.7528
As -1.5023 -0.2157 -0.6132
C -1.1227 -1.8329 -1.6558
C -2.7477 0.7090 -1.8339
C -3.7078 -0.2036 -2.5228
C -3.4394 -0.7194 -3.7895
C -4.2769 -1.6579 -4.3742
C -5.4060 -2.1024 -3.7007
C -5.7018 -1.5763 -2.4499
C -4.8660 -0.6329 -1.8725
H -3.1535 -1.8316 0.3148
H -3.3165 -0.2393 1.1373
H -1.9611 -1.3263 1.5443
H -2.0423 -2.3931 -1.8324
H -0.4244 -2.4510 -1.0913
H -0.6816 -1.5599 -2.6146
H -2.1011 1.2295 -2.5407
H -3.2487 1.4621 -1.2257
H -2.5539 -0.3834 -4.3169
H -4.0415 -2.0492 -5.3567
H -6.0473 -2.8541 -4.1443
H -6.5879 -1.9034 -1.9193
H -5.1053 -0.2167 -0.9009
Cl 2.2486 2.6435 -0.5601
Se -1.2263 3.2829 4.5043
Sb -1.2570 4.1490 2.1983
Se -3.3950 5.0555 1.4804
Se 0.6659 5.6513 1.9223
Se -1.1467 1.9419 0.9216

Record 6
51
Properties=species:S:1:pos:R:3 method="wB97M-V/def2-TZVPD" relative_energy_kcal_mol=57.1 e_homo_ev="-14.4114 / -14.4114" charge=+2 energy_ha=-4405.3944 molar_mass_da=544.94 largest_force_ev_per_a=2.3
Pd 0.3984 -0.3961 0.3148
C 5.1320 0.2649 0.4011
C 4.4491 -0.2035 -0.8749
S 2.7360 -0.8337 -0.8315
C 2.8230 -2.3274 0.2290
C 2.8666 -2.0820 1.7312
S 1.5040 -1.0580 2.4081
C 2.0906 0.7146 2.4422
C 3.5611 1.0005 2.7120
S 4.3777 1.7111 1.2273
H 6.1325 0.6025 0.1204
H 5.2374 -0.5366 1.1264
H 5.0485 -1.0043 -1.3111
H 4.4003 0.6064 -1.6023
H 3.6925 -2.9162 -0.0708
H 1.9114 -2.8861 -0.0235
H 3.8044 -1.6460 2.0662
H 2.7411 -3.0382 2.2454
H 1.4697 1.1394 3.2357
H 1.8041 1.1734 1.4754
H 4.1273 0.1408 3.0647
H 3.6548 1.7798 3.4704
N -5.9772 -1.8802 -1.8725
C -4.9864 -1.0335 -1.6059
O -5.0411 0.1754 -1.7119
C -3.6739 -1.6070 -1.1068
C -2.5550 -1.5945 -1.9371
C -1.3056 -1.8094 -1.3787
N -1.1365 -2.0055 -0.0642
C -2.2101 -2.0938 0.7207
C -3.4986 -1.9068 0.2406
H -6.8677 -1.5077 -2.1744
H -5.8769 -2.8806 -1.8149
H -2.6586 -1.3953 -2.9933
H -0.4103 -1.8144 -2.0000
H -2.0303 -2.3199 1.7655
H -4.3389 -1.9640 0.9142
C -0.3733 3.9409 -0.6675
As -1.2137 2.1893 -0.7717
C -2.6553 2.2443 -2.0667
C -1.8430 1.6759 1.0240
O -0.0497 1.0762 -1.2142
H -1.0922 4.6948 -0.3506
H -0.0045 4.1863 -1.6657
H 0.4672 3.9149 0.0283
H -3.1117 3.2320 -2.0372
H -3.4164 1.4930 -1.8429
H -2.2458 2.0627 -3.0626
H -2.9032 1.4276 0.9978
H -1.6920 2.5008 1.7194
H -1.2639 0.7955 1.3716

Record 7
57
Properties=species:S:1:pos:R:3 method="wB97M-V/def2-TZVPD" relative_energy_kcal_mol=13.1 s2=0.9937 e_homo_ev="-0.5994 / -1.7778" charge=-2 energy_ha=-9175.6364 molar_mass_da=850.24 largest_force_ev_per_a=0.7 multiplicity=2
Ni 0.4067 0.0173 0.7020
S -2.3427 -3.7010 -1.2444
Sb -2.3260 -2.3258 0.5810
S -0.8302 -0.1630 -1.1197
S 0.0960 -2.0631 1.3125
S -4.1368 -0.8836 0.7023
Cl 3.6610 -0.0489 1.7104
C 2.4245 0.2641 2.8975
C 1.1071 0.3609 2.4732
C 0.1697 0.5956 3.4857
Cl -1.5047 0.6976 3.0417
C 0.5162 0.7278 4.8259
Cl -0.6913 1.0144 6.0336
C 1.8536 0.6283 5.2026
Cl 2.3124 0.8135 6.8627
C 2.8148 0.3931 4.2304
Cl 4.4850 0.2823 4.6873
C -1.3613 4.1145 1.8141
Si -2.1931 3.4983 0.2442
C -2.4712 5.0454 -0.8092
C -3.8652 2.7670 0.6091
Ge -0.7079 2.0824 -0.9975
Si 1.5375 2.8913 -0.6507
C 1.5663 4.5780 -1.5135
C 2.7680 1.7809 -1.5339
C 2.1040 3.2891 1.1072
Si -1.1785 2.3188 -3.3321
C -0.0341 1.2426 -4.3558
C -1.0794 4.0423 -4.1186
C -2.9467 1.7168 -3.5089
H -2.0760 4.6919 2.4100
H -0.5192 4.7681 1.5695
H -0.9939 3.2956 2.4326
H -3.1111 5.7453 -0.2606
H -2.9777 4.7951 -1.7443
H -1.5364 5.5561 -1.0540
H -4.4076 3.4043 1.3160
H -3.7977 1.7549 1.0158
H -4.4564 2.6953 -0.3076
H 1.1476 4.5486 -2.5190
H 2.6007 4.9344 -1.5810
H 1.0045 5.3126 -0.9291
H 2.7723 2.0112 -2.6029
H 2.5033 0.7277 -1.4153
H 3.7789 1.9257 -1.1428
H 1.3533 3.0527 1.8595
H 2.3314 4.3573 1.1758
H 3.0076 2.7306 1.3606
H 0.9752 1.6624 -4.3839
H -0.4023 1.1775 -5.3852
H 0.0191 0.2380 -3.9351
H -0.0440 4.3148 -4.3364
H -1.5141 4.8280 -3.4999
H -1.6197 4.0248 -5.0714
H -3.0029 0.6477 -3.2937
H -3.3254 1.8974 -4.5201
H -3.6087 2.2218 -2.8005

Record 8
50
Properties=species:S:1:pos:R:3 method="wB97M-V/def2-TZVPD" relative_energy_kcal_mol=90.4 e_homo_ev=-7.0771 energy_ha=-1267.4788 molar_mass_da=345.38 largest_force_ev_per_a=4.7
C 2.2219 -2.5015 3.1903
C 2.9290 -2.2038 1.7826
C 2.0660 -1.3163 0.7654
C 1.2417 -0.1120 1.4455
O -0.1841 -0.3369 1.3860
C -0.6929 -0.2858 0.0163
C -0.8592 1.2514 -0.3677
C -1.8642 1.5371 -1.5705
C -1.5777 2.9820 -2.2450
O -0.7988 3.8579 -1.3736
C 0.5176 4.0481 -1.8608
C 1.7508 3.7922 -0.8585
O 0.8115 4.4443 -3.0110
C -2.0305 -1.1614 -0.0470
C -2.9564 -1.0898 1.2578
C -3.9315 0.1967 1.2893
F -4.8900 -0.0772 2.3271
F -4.7019 0.3256 0.1070
F -3.2856 1.3840 1.6727
C 0.3852 -1.0420 -0.9431
N 1.0961 -2.0836 -0.0813
C 1.7722 -3.0364 -1.0644
H 1.1986 -2.9937 3.1187
H 2.9016 -3.2413 3.7580
H 2.2393 -1.5371 3.7953
H 3.1869 -3.2093 1.3128
H 3.9339 -1.6533 1.9153
H 2.8130 -0.8245 0.0373
H 1.5044 0.0608 2.5469
H 1.5401 0.8610 0.9016
H 0.1802 1.6066 -0.7290
H -1.0829 1.9120 0.5501
H -2.9148 1.6388 -1.0987
H -1.8592 0.7184 -2.3670
H -2.6041 3.4979 -2.3731
H -1.1248 2.8418 -3.2797
H 2.4292 4.7162 -0.7651
H 2.3118 2.8874 -1.2832
H 1.3259 3.4919 0.1623
H -2.6943 -0.9664 -0.9492
H -1.6921 -2.2654 -0.1381
H -2.4005 -1.2318 2.2458
H -3.6804 -1.9864 1.1863
H -0.1399 -1.5756 -1.8172
H 1.1513 -0.3136 -1.3911
H 0.4260 -2.6625 0.4575
H 1.7427 -2.6168 -2.1374
H 2.8811 -3.1767 -0.8228
H 1.2062 -4.0290 -1.0762
F 0.2017 1.4780 -3.5773

Record 9
50
Properties=species:S:1:pos:R:3 method="wB97M-V/def2-TZVPD" s2=0.7544 e_homo_ev="-22.8105 / -22.8059" charge=+4 energy_ha=-1519.4308 molar_mass_da=525.67 largest_force_ev_per_a=1.5 multiplicity=2
Ir -0.0707 -0.1599 0.2099
C 0.9194 -2.6707 1.4780
C -0.0271 -2.1395 2.5531
O -0.8206 -1.0549 1.9486
C -1.5988 -0.2097 2.8684
C -2.1277 0.9536 2.0430
O -0.9999 1.3278 1.1584
C -0.2810 2.6206 1.2838
C 1.1602 2.2535 1.6039
O 1.4981 1.0824 0.7849
C 2.7809 0.4154 1.0601
C 2.7225 -0.9773 0.4442
O 1.3363 -1.4477 0.7328
H 0.4762 -3.3584 0.7642
H 1.8145 -3.1051 1.9227
H 0.5108 -1.7374 3.4122
H -0.7186 -2.9194 2.8740
H -0.9442 0.1195 3.6763
H -2.4132 -0.8149 3.2695
H -2.3633 1.8055 2.6806
H -2.9813 0.7384 1.4111
H -0.7194 3.1643 2.1206
H -0.4513 3.1737 0.3677
H 1.2949 1.9900 2.6540
H 1.8395 3.0665 1.3409
H 2.9238 0.3800 2.1408
H 3.5757 1.0030 0.5983
H 3.4207 -1.6540 0.9369
H 2.8521 -1.0205 -0.6340
S -3.5128 -2.6458 -1.3738
C -2.0064 -3.3460 -1.7604
C -0.9865 -2.5951 -1.2841
N -1.4165 -1.4654 -0.6006
C -2.7443 -1.3792 -0.5878
H -1.9390 -4.2648 -2.3282
H 0.0665 -2.7949 -1.4253
H -3.2966 -0.5686 -0.1415
C 0.3466 2.4744 -3.1752
C -0.2955 1.2580 -3.8799
C -0.1549 0.0853 -2.9319
O 0.1205 0.7374 -1.5556
C 0.9913 1.9384 -1.9251
H -0.4006 3.2281 -2.9375
H 1.1098 2.9492 -3.7910
H 0.2039 1.0146 -4.8165
H -1.3410 1.4541 -4.1012
H 0.7214 -0.5375 -3.1088
H -1.0502 -0.5074 -2.8105
H 1.9878 1.5263 -2.0876
H 0.9882 2.6141 -1.0825

Record 10
49
Properties=species:S:1:pos:R:3 method="wB97M-V/def2-TZVPD" s2=16.4556 e_homo_ev="-14.3674 / -13.9626" charge=+2 energy_ha=-2047.3086 molar_mass_da=469.31 largest_force_ev_per_a=2.0 multiplicity=8
C -2.0156 0.8248 -2.2097
C -1.2970 2.1031 -1.7449
N -0.2255 1.9242 -0.9374
C 0.4823 3.0289 -0.4835
C 0.1303 4.3223 -0.9603
C -0.9421 4.4927 -1.8275
C -1.6845 3.3578 -2.2115
C 1.5850 2.8186 0.4117
P 1.9541 1.2240 1.0214
H -2.5407 3.4141 -2.8908
H 0.7588 5.1616 -0.6467
H -1.2031 5.4852 -2.2159
C -3.1273 0.1457 -0.0978
C -2.2337 -1.5772 -1.6079
H 2.1937 3.6813 0.7237
H -1.4332 0.3776 -3.0327
H -3.0303 1.0326 -2.5990
C 1.9259 1.0938 2.8590
C 3.6149 0.6263 0.5016
H 2.0588 0.0503 3.2003
H 2.7356 1.7245 3.2582
H 0.9321 1.4106 3.2105
H 3.8251 -0.4080 0.8298
H 3.6806 0.6262 -0.6011
H 4.3627 1.2944 0.9567
H -3.1647 -1.7306 -2.1862
H -1.3661 -1.8209 -2.2433
H -2.2224 -2.2835 -0.7609
H -4.1532 0.0704 -0.5113
H -3.0256 -0.5464 0.7553
H -2.9478 1.1554 0.2930
Tb -0.0918 -0.2902 0.0549
H -0.8322 0.5465 1.5974
O 1.0840 -0.3469 -2.1472
H 1.9532 -0.7806 -2.0260
H 1.3050 0.5845 -2.3574
N -2.0945 -0.1905 -1.1115
C -1.1910 -4.3096 0.8812
C 0.0149 -3.5580 1.2735
N 0.3448 -2.3155 0.9511
C 1.5843 -2.0553 1.5415
C 1.9879 -3.1730 2.2034
N 0.9856 -4.1030 2.0119
H -0.9138 -5.1234 0.1931
H -1.6330 -4.7789 1.7737
H -1.9286 -3.6665 0.3799
H 2.0105 -1.0633 1.4421
H 2.8711 -3.3860 2.7778
H 0.9167 -5.0704 2.3077